# 1
The following is a quantum chemistry calculation of a cluster of 3 separate species, C50H60BCl2N2O14PS in total, from the Open Molecules 2025 dataset.

Element x y z (Å)
1 C 0.17 -4.66 -4.84
2 C 0.98 -5.08 -3.62
3 C 0.28 -6.24 -2.90
4 Cl 1.47 -7.45 -2.34
5 C -0.71 -5.75 -1.84
6 O -0.28 -4.67 -1.01
7 C 0.93 -4.74 -0.28
8 P 0.89 -5.73 1.32
9 N -0.74 -5.63 1.77
10 O 1.00 -7.26 0.74
11 C 1.43 -3.27 0.00
12 S 1.50 -2.89 1.83
13 C 2.90 -3.27 -0.48
14 C 3.62 -1.92 -0.35
15 C 4.84 -1.96 0.57
16 O 5.79 -1.01 0.13
17 C 6.37 -0.24 1.15
18 O 0.84 -2.25 -0.78
19 C -0.51 -1.72 -0.81
20 C -1.04 -2.03 -2.24
21 C -1.83 -0.91 -2.92
22 C -2.52 -1.37 -4.21
23 C -3.75 -2.26 -4.02
24 C -4.85 -1.66 -3.15
25 O -5.96 -1.13 -3.91
26 C -5.60 -0.07 -4.67
27 C -6.15 -0.11 -6.07
28 O -4.87 0.80 -4.25
29 C -0.24 -0.21 -0.76
30 O -1.39 0.58 -0.47
31 N -1.10 1.51 0.54
32 O -1.96 2.29 0.63
33 C -1.48 -2.23 0.29
34 Cl -3.19 -2.29 -0.29
35 C -1.44 -1.50 1.66
36 C -2.69 -0.75 2.13
37 B -1.59 -6.84 -1.05
38 O -1.23 -8.13 -0.86
39 O -2.79 -6.39 -0.49
40 H -0.82 -4.29 -4.57
41 H 0.00 -5.53 -5.48
42 H 0.70 -3.93 -5.45
43 H 1.11 -4.24 -2.95
44 H 1.93 -5.44 -3.99
45 H -0.33 -6.75 -3.65
46 H -1.49 -5.27 -2.46
47 H 1.73 -5.24 -0.83
48 H -0.86 -5.07 2.61
49 H -1.43 -5.40 1.07
50 H 0.18 -7.74 0.91
51 H 1.57 -1.57 1.66
52 H 2.90 -3.58 -1.52
53 H 3.40 -4.00 0.15
54 H 3.96 -1.57 -1.32
55 H 2.94 -1.15 0.03
56 H 4.53 -1.70 1.59
57 H 5.27 -2.96 0.61
58 H 5.70 0.56 1.48
59 H 7.28 0.21 0.77
60 H 6.64 -0.85 2.02
61 H -1.63 -2.94 -2.24
62 H -0.17 -2.24 -2.86
63 H -1.16 -0.11 -3.22
64 H -2.56 -0.45 -2.25
65 H -2.75 -0.50 -4.81
66 H -1.77 -1.94 -4.77
67 H -4.16 -2.48 -5.01
68 H -3.46 -3.23 -3.60
69 H -4.47 -0.86 -2.52
70 H -5.27 -2.42 -2.50
71 H -5.35 -0.44 -6.72
72 H -6.97 -0.81 -6.13
73 H -6.47 0.89 -6.35
74 H 0.50 -0.04 0.02
75 H 0.22 0.12 -1.68
76 H -1.26 -3.27 0.47
77 H -1.21 -2.24 2.42
78 H -0.60 -0.81 1.68
79 H -3.06 -0.02 1.42
80 H -2.41 -0.20 3.03
81 H -3.49 -1.42 2.43
82 H -1.97 -8.64 -0.51
83 H -3.39 -6.05 -1.16
84 C -2.02 5.62 4.01
85 C -3.15 4.83 4.21
86 C -3.70 4.11 3.16
87 C -3.13 4.20 1.90
88 C -2.01 5.01 1.69
89 C -1.46 5.71 2.75
90 C -1.40 5.14 0.34
91 O -0.42 5.83 0.17
92 C -2.02 4.40 -0.79
93 C -1.50 4.54 -2.07
94 C -2.05 3.83 -3.12
95 C -3.12 2.97 -2.91
96 C -3.66 2.84 -1.64
97 C -3.12 3.55 -0.58
98 C -3.72 3.40 0.78
99 O -4.66 2.65 0.97
100 H -1.59 6.16 4.84
101 H -3.60 4.76 5.20
102 H -4.57 3.49 3.31
103 H -0.59 6.33 2.58
104 H -0.66 5.20 -2.22
105 H -1.63 3.94 -4.12
106 H -3.54 2.39 -3.72
107 H -4.49 2.17 -1.46
108 C 2.98 2.32 1.93
109 C 2.04 3.31 1.72
110 C 2.19 4.55 2.32
111 C 3.28 4.80 3.14
112 C 4.22 3.79 3.37
113 C 4.07 2.55 2.76
114 C 5.38 4.01 4.28
115 O 6.20 3.14 4.48
116 C 5.49 5.34 4.96
117 C 6.53 5.56 5.85
118 C 6.66 6.79 6.47
119 C 5.75 7.81 6.21
120 C 4.71 7.59 5.32
121 C 4.57 6.36 4.70
122 C 3.42 6.14 3.77
123 O 2.63 7.03 3.54
124 H 2.87 1.35 1.46
125 H 1.19 3.13 1.08
126 H 1.46 5.33 2.15
127 H 4.81 1.79 2.93
128 H 7.23 4.76 6.05
129 H 7.47 6.95 7.17
130 H 5.86 8.77 6.69
131 H 4.00 8.38 5.11

Properties
HOMO-LUMO gap ... 7.513 eV
SMILES ... CC[C@@H](Cl)[C@H](O[C@H](P(N)O)[C@@](S)(CCCOC)O[C@](CCCCCOC(C)=O)(CON=O)[C@H](Cl)CC)B(O)O.O=C1c2ccccc2C(=O)c2ccccc21.O=C1c2ccccc2C(=O)c2ccccc21

***

# 2
The following is a quantum chemistry calculation of a structure of composition C3HCsLiO4, from the Open Molecules 2025 dataset.

Element x y z (Å)
1 O -1.84 0.16 0.11
2 C -1.52 -0.03 -1.03
3 O -1.60 0.77 -2.02
4 Cs -2.27 3.22 3.14
5 O -0.09 -0.69 -1.48
6 H -0.56 0.49 -2.54
7 C 0.98 -0.68 -0.66
8 C 1.71 -0.87 0.31
9 O 2.09 -0.73 1.50
10 Li 3.09 -1.63 2.67

Properties
Net charge ... +1
HOMO-LUMO gap ... 5.604 eV
Relative energy (zero: lowest compared OMol25 entry of this formula, charge and spin) ... 0.3676 eV

***

# 3
The following is a quantum chemistry calculation of the molecule C19H28N4O, from the Open Molecules 2025 dataset.

Element x y z (Å)
1 O 1.98 -1.82 4.30
2 C 2.34 -0.95 3.24
3 C 1.07 -0.34 2.67
4 H 1.34 0.46 1.98
5 H 0.49 0.09 3.49
6 C 0.20 -1.38 1.95
7 N 0.97 -2.06 0.92
8 C 1.13 -1.26 -0.27
9 H 1.59 -1.87 -1.05
10 C -0.17 -0.64 -0.78
11 N -0.75 0.17 0.28
12 C -1.07 -0.69 1.40
13 H -1.51 -0.08 2.19
14 H -1.82 -1.45 1.11
15 C -1.90 0.92 -0.19
16 C -1.45 1.99 -1.12
17 N -2.06 2.37 -2.21
18 C -1.29 3.39 -2.73
19 C -1.47 4.16 -3.87
20 C -0.52 5.12 -4.15
21 C 0.57 5.33 -3.31
22 C 0.77 4.58 -2.17
23 C -0.18 3.61 -1.89
24 N -0.32 2.71 -0.87
25 H 0.30 2.54 -0.09
26 H 1.62 4.75 -1.52
27 H 1.29 6.10 -3.57
28 H -0.63 5.73 -5.03
29 H -2.32 3.99 -4.52
30 H -2.65 0.30 -0.70
31 H -2.38 1.39 0.68
32 H 0.03 -0.01 -1.65
33 H -0.87 -1.44 -1.10
34 H 1.83 -0.44 -0.04
35 C 0.78 -3.48 0.75
36 C 1.33 -4.29 1.95
37 C 0.33 -5.43 2.20
38 C -0.51 -5.49 0.93
39 H 0.02 -6.04 0.15
40 H -1.48 -5.97 1.09
41 C -0.65 -4.02 0.54
42 H -1.34 -3.54 1.23
43 H -1.00 -3.88 -0.48
44 H -0.31 -5.19 3.05
45 H 0.83 -6.37 2.41
46 H 2.32 -4.67 1.72
47 H 1.42 -3.65 2.83
48 H 1.37 -3.75 -0.13
49 H -0.11 -2.12 2.69
50 H 2.86 -1.51 2.45
51 H 3.00 -0.16 3.62
52 H 2.78 -2.22 4.66

Properties
HOMO-LUMO gap ... 8.746 eV
SMILES ... OCC[C@H]1CN(Cc2nc3ccccc3[nH]2)CCN1C1CCCC1
Relative energy (zero: lowest compared OMol25 entry of this formula, charge and spin) ... 1.0214 eV

***

# 4
The following is a quantum chemistry calculation of the ion C11H16N3O with charge +1, from the Open Molecules 2025 dataset.

Element x y z (Å)
1 C -5.01 -0.08 0.19
2 C -4.46 1.00 -0.50
3 C -4.15 -1.15 0.55
4 C -3.12 1.15 -0.62
5 C -2.76 -1.05 0.39
6 C -2.27 0.12 -0.21
7 C 0.11 -0.39 -0.31
8 C 2.40 0.19 0.51
9 C 1.99 -0.20 1.91
10 C 3.36 1.36 0.26
11 C 3.23 -0.75 -1.66
12 N 1.34 0.26 -0.51
13 N -0.89 0.43 -0.41
14 N 2.37 -0.84 -0.46
15 O 0.13 -1.58 -0.15
16 H -6.08 0.09 0.28
17 H -5.03 1.74 -0.80
18 H -4.46 -2.00 0.96
19 H -2.85 2.12 -1.13
20 H -2.09 -1.91 0.79
21 H 2.81 -0.81 2.39
22 H 0.92 -0.64 2.04
23 H 1.89 0.62 2.64
24 H 3.25 2.07 1.20
25 H 3.16 1.98 -0.56
26 H 4.29 0.88 0.23
27 H 4.33 -1.00 -1.34
28 H 2.99 -1.32 -2.54
29 H 3.26 0.20 -2.15
30 H -0.59 1.30 -0.82
31 H 1.93 -1.79 -0.17

Properties
Net charge ... +1
HOMO-LUMO gap ... 9.119 eV
SMILES ... C[N@@H+]1N(C(=O)Nc2ccccc2)C1(C)C
Relative energy (zero: lowest compared OMol25 entry of this formula, charge and spin) ... 3.1440 eV

***

# 5
The following is a quantum chemistry calculation of a cluster of 4 separate species, C20H22BNO16P2S in total, from the Open Molecules 2025 dataset.

Element x y z (Å)
1 C 3.32 3.42 -1.74
2 N 2.20 2.47 -1.89
3 C 1.37 2.74 -3.11
4 B 0.26 3.66 -2.50
5 P 0.62 5.62 -2.62
6 O -0.76 6.25 -3.25
7 O 0.54 6.16 -1.07
8 P -1.27 2.84 -1.71
9 O -1.31 3.05 -0.10
10 O -1.18 1.22 -1.85
11 S -2.86 3.50 -2.52
12 H 3.90 3.12 -0.86
13 H 3.03 4.46 -1.61
14 H 3.95 3.37 -2.63
15 H 1.61 2.60 -1.07
16 H 1.01 1.81 -3.54
17 H 1.95 3.29 -3.85
18 H -0.96 5.84 -4.10
19 H 0.25 5.49 -0.45
20 H -0.54 3.51 0.25
21 H -0.26 0.93 -1.86
22 C 0.28 -2.98 1.25
23 C 0.89 -1.79 1.29
24 C 0.20 -0.56 1.84
25 O 0.84 0.48 1.86
26 C -1.16 -0.67 2.32
27 C -1.77 -1.86 2.27
28 C -1.08 -3.10 1.75
29 O -1.71 -4.14 1.77
30 O -3.01 -2.07 2.68
31 O 2.12 -1.57 0.87
32 H 0.76 -3.87 0.86
33 H -1.64 0.22 2.69
34 H -3.19 -3.02 2.54
35 H 2.30 -0.63 1.03
36 C -4.84 -2.24 -3.06
37 C -3.96 -1.22 -3.11
38 C -3.84 -0.32 -4.32
39 O -3.02 0.57 -4.26
40 C -4.69 -0.58 -5.47
41 C -5.56 -1.60 -5.41
42 C -5.70 -2.48 -4.19
43 O -6.54 -3.37 -4.25
44 O -6.38 -1.92 -6.40
45 O -3.15 -0.92 -2.11
46 H -4.94 -2.88 -2.20
47 H -4.59 0.05 -6.33
48 H -6.90 -2.69 -6.09
49 H -2.63 -0.12 -2.39
50 C 5.55 -1.98 5.85
51 C 4.61 -2.03 6.80
52 C 3.15 -2.22 6.49
53 O 2.38 -2.27 7.43
54 C 2.74 -2.32 5.10
55 C 3.68 -2.27 4.14
56 C 5.15 -2.10 4.46
57 O 5.92 -2.08 3.52
58 O 3.41 -2.35 2.85
59 O 4.88 -1.93 8.10
60 H 6.60 -1.85 6.06
61 H 1.69 -2.44 4.88
62 H 4.27 -2.29 2.39
63 H 4.02 -2.00 8.56

Properties
HOMO-LUMO gap ... 6.948 eV
SMILES ... CNCB(P(O)O)P(O)(O)=S.O=C1C=C(O)C(=O)C=C1O.O=C1C=C(O)C(=O)C=C1O.O=C1C=C(O)C(=O)C=C1O

***

# 6
The following is a quantum chemistry calculation of a structure of composition C12H6ErF6N2O6S2, from the Open Molecules 2025 dataset.

Element x y z (Å)
1 Er 8.49 7.85 4.87
2 F 12.24 4.63 4.60
3 C 12.45 5.92 4.22
4 F 13.53 6.40 4.85
5 F 12.65 6.04 2.92
6 S 10.93 6.70 4.86
7 O 9.80 6.22 3.95
8 O 10.90 8.19 4.64
9 N 10.77 6.28 6.32
10 S 9.19 6.82 7.34
11 O 8.12 6.30 6.31
12 O 9.23 8.29 7.10
13 C 7.71 6.96 8.90
14 F 6.67 7.58 8.30
15 F 7.36 5.71 9.14
16 F 8.22 7.67 9.91
17 O 4.61 8.65 3.60
18 C 5.83 8.61 3.85
19 O 6.66 7.61 3.69
20 C 6.40 9.95 4.36
21 C 5.54 11.03 4.33
22 C 6.00 12.25 4.79
23 C 7.26 12.26 5.50
24 C 7.62 13.35 6.29
25 C 8.94 13.49 6.75
26 C 9.89 12.49 6.52
27 C 9.50 11.31 5.88
28 C 8.16 11.18 5.34
29 N 7.69 9.98 4.80
30 H 4.49 10.90 4.05
31 H 5.47 13.17 4.59
32 H 6.93 14.18 6.43
33 H 9.24 14.37 7.17
34 H 10.92 12.82 6.74
35 H 10.17 10.46 5.80

Properties
Net charge ... +1
HOMO-LUMO gap (alpha / beta) ... 3.260 / 3.341 eV
2S+1 ... 4

***

- What is the formula in the fourth record?
  C11H16N3O